Below is a structure of composition C3H6N2O in a non-equilibrium geometry, with properties calculated with ωB97M-V/def2-TZVPD.

As for the HOMO-LUMO gap: 9.1 eV.

```
12
Properties=species:S:1:pos:R:3:forces:R:3
N -1.5216 -0.8978 0.1537 0.1562 0.2432 -0.0054
C -0.9745 -0.0771 -0.7209 -0.0163 -0.0757 -0.0561
C 0.9027 0.6923 0.2644 0.0177 0.0415 0.1202
O 1.0802 0.0188 1.3118 -0.2624 -0.0839 -0.2053
C 1.7386 0.4343 -0.9101 0.5106 -0.1942 -0.7965
N 2.3851 0.2527 -1.8540 -0.6425 0.1840 0.9296
H -0.6045 -1.3274 1.0822 -0.2299 -0.0209 -0.1611
H -2.1315 -0.3855 0.7960 0.0692 -0.0998 -0.0351
H -0.4463 -0.5224 -1.5607 -0.0803 0.0500 0.1117
H -1.3506 0.9388 -0.8419 0.1126 -0.1543 0.0943
H 0.4812 1.7008 0.3251 0.0392 -0.1862 -0.0236
H 0.0873 -0.9812 1.5171 0.3258 0.2963 0.0274
```
Forces are in eV/Å.